The following is a quantum chemistry calculation of a 2-piece molecular cluster, C23H49BF7N2O8P2S2 overall, from the Open Molecules 2025 dataset.

Results
2S+1 = 1
Total charge = +1

Each line ends with the Löwdin charge.
Element x y z (Å)
P 2.492 -1.745 -1.890  1.020
F -2.307 3.062 4.655  0.110
H -6.667 0.188 -0.333  0.071
H 3.078 -4.763 -5.040  0.117
H 5.366 -1.874 -0.257  0.081
H -1.403 0.358 0.209  0.054
H 5.399 1.711 -0.675  0.118
H -5.118 5.163 0.601  0.115
H -0.376 0.123 -1.998  0.090
O -5.619 4.433 0.208  0.169
F -1.098 4.645 3.748  0.108
B -5.078 3.201 0.410  -0.787
H -3.785 0.923 5.357  0.080
S -6.712 1.174 1.811  0.552
C -0.949 -0.718 -1.602  -0.250
C 2.570 -1.588 -3.684  -0.260
H 7.150 -3.295 -3.822  0.076
C 3.564 0.933 -1.419  -0.207
C 0.919 -2.550 -1.488  -0.270
C -3.993 0.073 3.359  -0.281
H 3.511 -1.123 -3.983  0.086
O -2.659 3.983 0.991  -0.354
H -3.432 0.969 1.573  0.080
H -1.679 -1.381 0.337  0.088
C 5.940 -2.322 -2.302  -0.253
N -3.780 1.245 2.488  -0.178
H -3.009 -0.396 3.476  0.113
H 2.184 -0.175 -0.130  0.091
H 5.559 0.351 1.404  0.084
H 3.277 -2.956 -0.079  0.106
F -0.831 1.315 3.744  0.134
F 1.124 3.148 4.232  0.208
C 3.460 -3.811 -4.669  -0.250
H 1.422 -3.377 -4.098  0.098
H -4.636 -0.690 2.898  0.098
C 2.282 -2.848 -4.516  -0.224
O -4.650 2.348 -0.571  0.136
N -5.951 3.282 5.857  0.012
C 0.735 2.877 3.001  -0.579
H -0.042 -0.726 0.387  0.057
C 4.840 0.778 -0.589  -0.245
O -3.611 5.300 2.863  -0.321
H 4.071 1.292 1.378  0.076
C -6.284 -0.113 0.641  -0.153
H 1.976 -2.517 -5.510  0.123
H 4.035 -0.439 1.045  0.058
H 5.595 -3.557 -0.574  0.121
H 3.465 -3.852 -1.548  0.096
H 3.130 1.910 -1.196  0.120
C -1.774 3.498 3.504  -0.460
H 1.804 -0.835 -3.905  0.106
C -0.386 -2.043 -2.125  -0.220
H 1.543 0.339 -1.658  0.080
O -5.114 3.534 4.708  -0.177
H 3.913 -4.026 -3.698  0.073
C 2.434 -0.085 -1.190  -0.259
H -1.129 -2.826 -1.953  0.122
H -4.764 -0.540 5.239  0.095
H -6.086 4.380 3.086  0.115
C -4.526 0.405 4.739  -0.079
H 4.921 -2.324 -5.332  0.065
C 4.608 0.478 0.888  -0.098
H -6.761 -1.025 1.002  0.072
H 6.664 -1.531 -2.103  0.107
F -1.008 2.057 1.690  0.098
H 0.845 -2.569 -0.398  0.098
H 5.266 -1.924 -3.063  0.070
H -1.950 -0.597 -2.018  0.115
C -0.752 2.428 2.967  -0.339
C 3.665 -2.873 -1.102  -0.252
S -3.187 4.003 2.359  0.698
H -5.204 -0.250 0.581  0.045
O -7.233 0.529 3.005  -0.362
P -4.928 2.473 2.247  0.865
H -0.273 -1.977 -3.210  0.102
H 5.362 -3.988 -5.694  0.077
O -7.570 2.125 1.109  -0.353
H -6.831 2.903 3.734  0.094
C -5.875 3.398 3.528  -0.301
C -1.020 -0.616 -0.083  -0.092
O -5.334 3.380 6.830  0.116
C 5.181 -2.643 -1.005  -0.214
F 0.946 3.925 2.222  0.198
H -4.155 2.850 -1.235  0.132
H -5.456 0.971 4.708  0.042
H 6.034 -4.387 -3.002  0.071
H 4.110 -3.189 -6.637  0.083
H 7.488 -3.827 -2.178  0.083
C 6.693 -3.528 -2.861  -0.099
H 5.483 0.018 -1.034  0.071
C 4.524 -3.296 -5.634  -0.096
F 1.480 1.870 2.537  0.161
H 1.054 -3.595 -1.783  0.101
H 3.823 0.959 -2.481  0.109


The following is a quantum chemistry calculation of a 3-piece molecular cluster, C23H49IN2O3 overall at a distorted geometry, from the Open Molecules 2025 dataset.

Results
2S+1 = 1
SMILES = CCCCN[C@@H]1OC(=O)O[C@]1(CN)CCCI.CCCCCC.CCCCCC
Total charge = 0

Each line ends with the Löwdin charge.
Element x y z (Å)
C -2.973 -0.375 4.484  -0.109
H -3.886 -0.972 4.501  0.070
N -2.850 -0.619 -2.072  0.015
H -3.937 1.343 5.326  0.104
C -2.860 0.756 -1.526  -0.194
C 3.551 2.688 -1.771  -0.228
H -2.002 2.482 6.214  0.101
H 6.350 2.899 -1.224  0.065
H 0.530 -0.212 7.285  0.103
C -3.047 0.739 5.523  -0.269
O -1.955 -1.621 -6.363  0.258
C 4.129 3.540 -2.901  -0.229
H -0.886 1.219 1.357  0.060
C -1.958 -4.730 -2.112  -0.271
H -1.747 2.126 4.523  0.105
H 0.714 0.437 1.254  0.061
H 0.480 0.533 -1.022  0.079
H -0.698 -0.558 1.383  0.062
C -0.498 0.983 5.837  -0.232
I -4.066 -4.747 0.158  0.745
H -2.591 -5.310 -2.774  0.113
H 7.580 3.382 -2.386  0.069
H 3.234 0.680 -1.101  0.098
C -0.647 1.207 8.375  -0.113
C -0.488 0.315 -0.572  -0.239
H -2.862 0.031 3.477  0.066
C -2.307 -3.223 -2.123  -0.201
O -2.484 -2.697 -4.487  0.094
H 0.292 1.740 5.804  0.109
H 4.021 4.595 -2.628  0.110
C 5.594 3.264 -3.236  -0.271
H 0.173 -1.973 -4.266  0.130
H -2.135 -1.049 4.674  0.066
H 2.502 2.969 -1.628  0.107
H -1.950 -2.842 -1.183  0.090
C -0.253 -2.685 -3.561  -0.171
H 3.529 3.403 -3.805  0.102
C -1.969 -0.859 -3.181  -0.257
H 1.797 0.983 -3.130  0.063
C 3.633 1.179 -1.990  -0.267
H 4.675 0.861 -2.077  0.101
H -3.780 -0.783 -2.450  0.136
H -3.382 -3.159 -2.216  0.080
H 0.102 2.001 8.376  0.074
C -1.487 1.321 -1.176  -0.186
H -0.956 -0.504 -3.060  0.137
H 5.877 3.893 -4.084  0.104
H 2.903 -0.388 -3.289  0.061
H -0.156 -3.682 -3.985  0.124
H -3.436 0.705 -0.601  0.113
C -0.446 0.271 7.187  -0.271
C -1.829 1.661 5.511  -0.230
H -3.432 1.414 -2.184  0.114
H -1.974 -6.272 -0.545  0.035
C -2.261 -1.612 -5.277  -0.590
H 1.123 -3.489 -2.248  0.075
C 2.850 0.701 -3.209  -0.111
H 3.247 1.118 -4.135  0.070
H 4.056 2.935 -0.832  0.103
N 0.541 -2.663 -2.314  0.047
H -0.553 0.657 9.313  0.068
H -1.411 -4.641 -0.053  0.039
H -0.909 -4.881 -2.344  0.094
H -1.189 -0.531 7.223  0.098
H -0.254 0.263 5.049  0.098
H -3.188 0.305 6.517  0.098
H 6.459 4.585 -1.749  0.075
H -1.055 1.713 -2.093  0.098
H -0.731 -0.710 -0.826  0.070
C -2.099 -5.205 -0.662  -0.585
H -1.636 1.668 8.364  0.065
C -1.743 -2.457 -3.283  -0.361
O -2.466 -0.517 -4.468  0.106
H 1.191 -1.886 -2.361  0.052
H -1.648 2.131 -0.474  0.103
H 5.720 2.229 -3.569  0.098
C 6.547 3.548 -2.079  -0.112
C -0.328 0.374 0.971  -0.080


The following is a quantum chemistry calculation of C23H49N2OP3SeY as an isolated structure at a distorted geometry, from the Open Molecules 2025 dataset.

Results
2S+1 = 1
Energy relative to the best compared isomer or geometry (same formula, charge and spin) = 0.00 kcal/mol
Total charge = +3

Each line ends with the Löwdin charge.
Element x y z (Å)
Y 0.675 0.611 -0.460  1.029
H -2.011 2.390 -0.403  0.071
H 3.549 2.529 5.893  0.144
H 1.334 5.928 -4.788  0.123
H -2.818 1.238 1.780  0.040
H -0.348 2.504 -2.565  0.071
H 1.944 1.468 -1.836  -0.171
H -2.647 1.507 -2.390  0.034
N 3.361 1.203 2.798  -0.050
H 1.202 -4.594 -0.902  0.071
H -3.477 -0.177 0.953  0.024
H 4.087 -0.710 2.253  0.093
H -3.271 -1.898 -0.431  0.038
H -3.685 0.637 -1.268  0.051
C -1.140 -1.097 -3.422  -0.277
C 4.023 1.561 4.053  -0.122
H 0.699 3.894 1.709  0.097
H 2.907 1.370 -5.925  0.102
H -1.397 -0.585 4.123  0.072
H 1.402 3.538 5.027  0.141
C -0.659 -0.182 3.414  -0.271
H -0.486 -2.804 2.063  0.037
H -2.023 -2.946 -1.120  0.021
C 2.708 -2.535 -2.118  -0.282
H 3.117 -3.831 0.313  0.066
C 2.711 -2.869 0.643  -0.258
H 3.552 -2.188 0.827  0.026
H -3.353 -0.169 2.749  0.076
H -3.320 -2.317 -2.147  0.081
H -2.048 -2.475 2.863  0.077
C 2.554 2.361 -5.636  -0.121
C -1.455 -2.306 1.952  -0.256
C 2.220 3.210 4.376  -0.121
P -1.148 -0.517 1.690  0.753
C 1.667 4.917 -5.010  -0.039
C -2.869 0.142 1.808  -0.248
C -2.648 -2.071 -1.313  -0.253
H -2.039 -1.172 -4.048  0.069
Se 1.859 0.868 -3.284  0.939
H 1.079 4.132 -3.113  0.070
H -0.117 -3.853 0.022  0.034
C -3.018 0.514 -2.128  -0.255
H -3.598 0.117 -2.973  0.074
H 4.488 0.652 4.449  0.144
H 5.173 0.641 1.903  0.118
H 2.341 1.310 5.360  0.137
H 2.134 -2.510 -3.056  0.045
H 2.362 5.474 -7.004  0.130
C 0.531 -3.726 -0.859  -0.252
H 3.118 -3.545 -2.001  0.063
H 0.132 4.133 3.370  0.117
P 1.605 -2.241 -0.676  0.740
C 4.120 0.333 1.911  -0.008
P -1.629 -0.607 -1.727  0.727
N 1.601 2.663 3.174  -0.064
H 3.743 0.367 0.884  0.074
H 3.541 -1.817 -2.150  0.047
H -1.971 -2.752 1.100  0.017
C 3.020 2.115 5.028  -0.137
H -0.394 2.720 2.465  0.064
C 2.707 3.401 -6.573  -0.034
C 0.459 3.383 2.646  -0.024
H -0.619 -2.060 -3.407  0.041
H -0.441 -0.365 -3.853  -0.028
H 0.308 -0.656 3.608  0.053
H -0.549 0.889 3.594  0.027
H 2.854 4.079 4.112  0.156
H -0.802 3.220 0.492  0.056
H 2.147 -3.057 1.565  0.052
H 4.823 2.295 3.851  0.152
H 3.193 3.187 -7.535  0.133
C 2.246 4.685 -6.258  -0.035
C 2.213 1.757 2.394  -0.387
O 1.664 1.408 1.262  -0.221
C 1.961 2.572 -4.360  -0.452
C -0.956 2.650 -0.422  -0.077
C 1.537 3.877 -4.062  -0.107
C -0.115 2.744 -1.514  -0.180
H 0.863 3.236 -1.414  0.073
H -0.042 -3.688 -1.799  0.042


Number 1: HOMO energy -0.39453 Ha, Kohn-Sham gap 8.549 eV, total energy -103946.0270 eV. Number 2: HOMO energy -0.34239 Ha, Kohn-Sham gap 9.770 eV, total energy -41869.1536 eV. Number 3: HOMO energy -0.60750 Ha, Kohn-Sham gap 6.267 eV, total energy -123906.3715 eV.